Density functional theory data (the ωB97M-V functional and the def2-TZVPD basis) for a single C18H23FN6O4 molecule.

```
52
Properties=species:S:1:pos:R:3:forces:R:3
F -0.37941 -1.47961 -5.47478 -0.002 0.002 0.001
O 2.94830 -1.07895 -5.79883 -0.202 0.115 -0.100
O 2.02214 -5.84830 -3.64087 0.000 -0.002 -0.005
O -0.52096 1.78814 0.74273 0.003 0.002 0.008
O -1.74503 -3.84856 -5.27151 -0.002 0.001 0.001
N 2.16103 -3.66235 -4.16535 -0.011 -0.003 -0.021
N -3.28586 -2.11941 -2.01280 0.001 -0.009 0.006
N -2.85268 -0.06996 -1.29496 0.000 -0.004 0.000
N 0.13653 -4.87428 -4.46000 -0.003 0.002 -0.005
N -0.34182 -0.20187 -0.33353 0.010 0.012 -0.001
N 2.30117 -0.44313 -3.70382 -0.418 0.087 -0.073
C -2.80178 2.37016 -0.88939 -0.004 0.004 0.003
C -1.01099 0.90055 0.06999 -0.016 -0.011 -0.005
C 2.92313 1.74204 -2.75420 0.011 0.000 -0.003
C -2.48854 0.98004 -0.35627 0.009 -0.002 -0.015
C -3.62812 -1.73449 0.42270 -0.002 -0.003 0.006
C 1.54534 -2.57481 -4.63826 0.022 0.001 0.018
C 2.01928 1.46844 -1.55708 -0.006 0.004 0.005
C -0.46215 -3.79156 -4.91708 0.006 -0.001 -0.008
C 0.23087 -2.58952 -5.02734 -0.014 -0.002 0.000
C 1.45901 -0.75570 -2.55204 0.016 0.002 -0.004
C -2.58347 -0.08342 -2.65057 0.007 -0.002 0.004
C 2.44583 0.98786 -3.98348 0.210 -0.013 0.011
C -3.26587 -1.33168 -0.96480 -0.003 0.017 -0.005
C 1.41822 -4.75046 -4.11147 0.008 0.005 0.022
C 1.94780 -0.03230 -1.30036 -0.001 -0.011 -0.008
C 2.33268 -1.28647 -4.77610 0.404 -0.187 0.160
C -2.86250 -1.34715 -3.06994 -0.005 0.002 -0.005
C 1.07731 -0.39978 -0.09709 -0.002 0.002 0.000
H -2.06230 -4.74254 -5.07892 0.000 0.000 0.001
H -2.23994 0.78752 -3.17991 -0.002 0.003 0.002
H -2.79621 -1.74416 -4.06909 0.004 -0.002 -0.002
H 2.95093 2.80846 -2.98420 -0.002 0.001 0.004
H -3.92748 -2.77886 0.40293 0.002 0.000 -0.001
H 1.37316 -6.56329 -3.65636 -0.001 0.001 0.000
H -0.82170 -0.85691 -0.92812 -0.005 -0.003 0.003
H 1.35199 0.20939 0.76306 0.003 0.001 -0.002
H 3.13880 1.09333 -4.81367 -0.006 -0.001 -0.001
H 3.94576 1.43315 -2.51993 -0.001 0.002 -0.002
H -2.21068 2.59903 -1.77657 0.002 -0.006 0.000
H 1.47062 1.38008 -4.30467 -0.004 -0.004 0.008
H -2.78636 -1.62590 1.11043 0.003 -0.001 -0.001
H -2.55142 3.10329 -0.12709 -0.003 0.002 -0.002
H 1.01185 1.85263 -1.75559 0.000 0.002 0.000
H -4.45880 -1.14290 0.81181 -0.001 0.001 -0.002
H 0.42054 -0.46364 -2.76327 -0.002 0.002 0.002
H 2.96007 -0.39297 -1.08461 -0.001 0.004 0.006
H 2.37959 1.98639 -0.66657 -0.001 -0.001 0.000
H 1.23362 -1.44868 0.16449 -0.004 -0.003 -0.001
H -3.07171 0.81464 0.55117 0.010 0.000 0.008
H 1.48290 -1.83130 -2.37725 -0.006 -0.003 -0.002
H -3.85852 2.44881 -1.14089 0.001 0.000 -0.001
```
Forces are in eV/Å.

Summary:
* orbital gap: 9.501 eV
* E: -38889.4822 eV
* lowest unoccupied orbital energy: 0.52 eV
* ΔE to the lowest compared entry with this formula, charge and spin: 2.1 kcal per mole